1.
C4H9NOSi | ωB97M-V/def2-TZVPD

ORCA input file:
```
! RIJCOSX wB97M-V def2-TZVPD def2/J DEFGRID3
* xyz 0 1
C 1.117 1.495 0.000
C -0.315 1.929 -0.416
C -0.921 0.557 -0.588
C -1.460 -0.144 0.580
N 1.117 0.180 -0.254
O 1.999 2.207 0.427
Si 2.205 -1.168 -0.072
H -0.961 2.584 0.173
H -0.370 2.630 -1.237
H -1.084 0.310 -1.550
H -0.911 -0.008 1.410
H -1.546 -1.160 0.494
H -2.435 0.065 0.739
H 3.624 -0.934 0.421
H 2.230 -1.861 -1.492
H 1.344 -2.051 0.796
*
```

energy above the lowest of the compared OMol25 structures with the same formula, charge and spin = 427.4 kJ/mol
gap between HOMO and LUMO = 8.895 eV
E_HOMO = -9.30 eV



2.
C3H11N2O | ωB97M-V/def2-TZVPD

ORCA input file:
```
! RIJCOSX wB97M-V def2-TZVPD def2/J DEFGRID3
* xyz 1 1
C 1.645 2.182 0.175
C 1.059 0.879 0.543
O -0.119 0.655 0.287
N 1.645 -0.157 1.216
H 2.444 2.415 0.970
H 0.877 2.949 -0.015
H 1.172 -1.089 1.043
H 2.521 -0.320 1.496
H 2.369 2.074 -0.649
C -1.977 -1.394 -1.668
N -1.877 -1.625 -0.237
H -1.144 -0.925 0.100
H -2.631 -1.349 0.312
H -1.709 -2.599 -0.227
H -1.147 -1.681 -2.318
H -1.851 -0.296 -1.957
H -2.692 -1.950 -2.198
*
```

energy above the lowest of the compared OMol25 structures with the same formula, charge and spin = 174.6 kJ/mol
gap between HOMO and LUMO = 10.783 eV
E_HOMO = -14.08 eV



3.
C4H7NO2 | ωB97M-V/def2-TZVPD

ORCA input file:
```
! RIJCOSX wB97M-V def2-TZVPD def2/J DEFGRID3
* xyz 0 1
H 1.843 -0.641 -1.733
N 1.025 -0.040 -1.839
C 0.075 -0.341 -1.079
C -1.224 0.416 -0.860
O -1.558 0.099 0.487
C -0.414 -0.589 0.933
C 0.793 0.378 1.182
O -0.027 -1.406 -0.166
H -1.189 1.499 -1.001
H -1.939 -0.038 -1.547
H -0.692 -1.173 1.818
H 1.751 -0.104 0.929
H 0.765 0.603 2.235
H 0.791 1.338 0.640
*
```

energy above the lowest of the compared OMol25 structures with the same formula, charge and spin = 195.2 kJ/mol
structure (SMILES) = [H]/N=C1/CO[C@H](C)O1
gap between HOMO and LUMO = 11.341 eV
E_HOMO = -10.38 eV



4.
C5H9NOS | ωB97M-V/def2-TZVPD

ORCA input file:
```
! RIJCOSX wB97M-V def2-TZVPD def2/J DEFGRID3
* xyz 0 1
C -0.929 0.250 0.589
C 0.000 0.528 -1.693
C 1.408 1.008 -1.163
C -2.167 0.010 1.416
C 1.640 -1.281 0.387
N -1.084 0.225 -0.710
O 0.127 0.698 1.266
S 1.756 0.587 0.436
H -0.363 1.366 -2.292
H 0.045 -0.297 -2.394
H 1.910 1.775 -1.692
H -2.055 0.303 2.459
H -2.721 -0.899 1.319
H -2.838 0.747 0.922
H 2.236 -1.502 -0.548
H 0.729 -1.979 0.523
H 2.303 -1.541 1.175
*
```

energy above the lowest of the compared OMol25 structures with the same formula, charge and spin = 414.1 kJ/mol
gap between HOMO and LUMO = 8.540 eV
E_HOMO = -8.02 eV



5.
C22H22N4O5RuS | ωB97M-V/def2-TZVPD

ORCA input file:
```
! RIJCOSX wB97M-V def2-TZVPD def2/J DEFGRID3
* xyz 0 1
Ru 1.396 -0.755 -0.596
O 1.673 -2.890 0.105
C 2.182 -3.511 -1.092
C 3.285 -2.702 -1.772
N 2.982 -1.245 -1.851
C 2.570 -0.691 -3.157
C 2.000 0.719 -2.910
O 2.049 1.557 -3.778
O 1.516 0.922 -1.707
C 4.152 -0.478 -1.348
C 4.247 -0.567 0.173
O 5.306 -0.412 0.737
O 3.096 -0.808 0.727
H 2.421 -2.635 0.679
H 1.325 -3.609 -1.749
H 2.555 -4.509 -0.854
H 3.464 -3.110 -2.770
H 4.211 -2.811 -1.206
H 1.779 -1.309 -3.574
H 3.412 -0.627 -3.848
H 4.022 0.573 -1.607
H 5.069 -0.836 -1.817
S -2.047 2.852 3.913
C -1.054 1.966 2.749
C -0.578 2.534 1.573
C 0.176 1.760 0.713
N 0.513 0.497 1.003
C 0.118 -0.022 2.168
C -0.705 0.652 3.044
C -2.927 3.953 2.828
C -3.903 3.471 1.968
C -4.564 4.376 1.152
N -4.326 5.686 1.158
C -3.398 6.135 1.996
C -2.669 5.315 2.848
H -0.814 3.554 1.305
H 0.518 2.129 -0.245
H 0.408 -1.049 2.349
H -1.068 0.163 3.937
H -4.141 2.416 1.933
H -5.328 4.031 0.464
H -3.219 7.204 1.986
H -1.919 5.727 3.509
N 0.174 -1.366 -1.773
C -0.900 -2.099 -1.248
C -1.208 -3.376 -1.738
C -2.253 -4.102 -1.200
C -3.052 -3.552 -0.202
C -2.808 -2.262 0.238
C -1.742 -1.539 -0.279
H -0.621 -3.786 -2.550
H -2.466 -5.095 -1.574
H -3.879 -4.122 0.203
H -3.453 -1.809 0.981
H -1.572 -0.511 0.005
*
```

energy above the lowest of the compared OMol25 structures with the same formula, charge and spin = 0.0 kJ/mol
gap between HOMO and LUMO (spin up / spin down) = 7.285 / 7.285 eV
E_HOMO (spin up / spin down) = -8.11 / -8.11 eV



6.
C5H16NO | ωB97M-V/def2-TZVPD

ORCA input file:
```
! RIJCOSX wB97M-V def2-TZVPD def2/J DEFGRID3
* xyz 1 1
C -1.745 0.203 0.253
C -0.478 0.910 0.621
C 0.529 1.160 -0.654
C -0.242 2.069 -1.620
C 0.904 -0.167 -1.512
N 0.387 -0.084 1.424
H -2.237 0.742 -0.578
H -1.678 -0.896 0.157
H -2.473 0.308 1.163
H -0.697 1.911 1.222
H 1.511 1.553 -0.200
H 0.294 2.447 -2.540
H -0.970 1.312 -2.027
H -0.820 2.919 -1.204
H 1.430 -0.263 -2.457
H 1.592 -0.730 -0.864
H 0.005 -0.694 -1.611
H 0.563 -1.116 1.166
H 1.225 0.319 1.726
H -0.155 -0.444 2.357
H 1.012 -3.694 0.430
H 0.155 -3.612 1.816
O 0.590 -3.066 1.119
*
```

energy above the lowest of the compared OMol25 structures with the same formula, charge and spin = 206.4 kJ/mol
gap between HOMO and LUMO = 11.596 eV
E_HOMO = -14.90 eV



Summary of molar mass in g mol⁻¹
115.2; 91.1; 101.1; 131.2; 555.6; 106.2
(order as listed above)